# 1
A molecular structure, C36H26Cl5NP2S3SbTi in a non-equilibrium geometry. Source: the Open Molecules 2025 dataset; level of theory: ωB97M-V/def2-TZVPD.

Its charge is -2. The value obtained for the HOMO-LUMO gap (spin up / spin down) is 5.027 / 5.216 eV. The energy above the lowest of the compared OMol25 structures with the same formula, charge and spin is 37.8 kJ/mol. Its total energy is -6710.38596 a.u. As for the spin multiplicity: 2. The expectation value of S² is 0.76.

```
75
Properties=species:S:1:pos:R:3:forces:R:3:mulliken_charge:R:1
Ti 0.760236 0.197000 -1.868186 0.8 0.1 -0.9 0.49
C -2.489269 -0.765000 -1.055593 0.0 -0.1 0.0 -0.59
P -2.049581 0.436498 0.282894 0.1 0.2 0.1 1.01
C -3.047404 1.928568 -0.075228 -0.1 0.0 0.0 0.43
C -2.741017 3.094484 0.628390 0.0 0.0 0.0 -0.28
C -3.376470 4.292611 0.337385 0.0 0.0 0.0 -0.65
C -4.321158 4.349322 -0.679605 0.0 0.0 0.0 -0.46
C -4.631018 3.199813 -1.390654 0.0 0.0 0.0 -0.71
C -4.003306 1.997782 -1.086333 -0.1 0.0 0.0 -0.44
C -2.964978 -0.325851 1.682447 -0.1 0.0 0.0 0.62
C -2.454517 -1.520711 2.198520 0.0 0.0 0.1 -0.41
C -3.083002 -2.157623 3.260212 0.1 0.0 -0.1 -1.09
C -4.218164 -1.606399 3.836898 0.0 0.0 0.0 -0.60
C -4.729371 -0.416259 3.338166 0.0 0.0 0.0 -0.68
C -4.111617 0.215551 2.265904 0.1 0.0 0.0 -0.65
C -1.517030 -1.902103 -0.960410 -0.1 -0.1 0.0 -0.75
C -1.713836 -3.250289 -0.717408 -0.1 0.1 0.0 -1.09
C -0.425080 -3.845573 -0.710061 0.1 0.0 0.0 -1.38
C 0.474056 -2.823541 -0.956441 -0.1 -0.1 0.0 0.07
C 1.961413 -2.841963 -1.151363 0.0 -0.1 0.1 -1.15
P 2.528287 -1.279211 -0.366215 -0.4 0.2 0.1 0.86
C 2.240538 -1.692314 1.398448 0.0 0.1 0.0 -0.14
C 1.182898 -1.086003 2.068521 0.0 0.0 0.0 0.35
C 0.911528 -1.402359 3.395574 0.0 0.0 0.0 -0.33
C 1.699331 -2.324597 4.065243 0.0 0.0 0.0 -0.65
C 2.759288 -2.935833 3.405002 0.0 0.0 -0.1 -0.64
C 3.026345 -2.620750 2.080858 0.0 0.0 0.0 -0.35
C 4.333426 -1.190173 -0.477165 0.0 0.0 0.0 0.49
C 4.974782 -1.575284 -1.649889 0.0 0.1 0.0 -0.19
C 6.343329 -1.384797 -1.788549 0.0 0.0 0.0 -0.61
C 7.079921 -0.815496 -0.761459 0.0 0.0 0.0 -0.42
C 6.440027 -0.412047 0.404871 0.0 0.0 0.0 -0.62
C 5.071897 -0.589106 0.541624 0.1 0.0 0.0 -0.52
N -0.187426 -1.637133 -1.086425 0.1 0.3 0.2 1.36
H -2.387001 -0.259788 -2.022852 0.0 0.1 0.0 0.39
H -3.520039 -1.108999 -0.949219 0.0 0.0 0.0 0.60
H -1.964350 3.067811 1.386421 0.0 0.0 0.0 0.39
H -3.102064 5.191903 0.875623 0.0 0.0 0.0 0.36
H -4.787592 5.292334 -0.936622 0.0 0.0 0.0 0.34
H -5.342696 3.239648 -2.206042 0.0 0.0 0.0 0.36
H -4.244879 1.115848 -1.665912 0.0 0.0 0.0 0.35
H -1.569185 -1.963106 1.755979 0.0 0.0 0.0 0.44
H -2.674486 -3.087788 3.636953 0.0 0.0 0.0 0.44
H -4.701994 -2.101297 4.670837 0.0 0.0 0.0 0.36
H -5.616517 0.022029 3.780581 0.0 0.0 0.0 0.39
H -4.521228 1.140751 1.878516 0.0 0.0 0.0 0.34
H -2.666952 -3.736423 -0.564487 0.0 0.0 0.0 0.49
H -0.182474 -4.889242 -0.573331 0.0 0.0 0.0 0.45
H 2.219564 -2.799141 -2.214225 0.0 0.0 0.0 0.55
H 2.421635 -3.719588 -0.691710 0.0 0.0 0.0 0.47
H 0.560265 -0.368732 1.541347 0.0 0.0 0.0 -0.19
H 0.076662 -0.928038 3.897272 0.0 0.0 0.0 0.51
H 1.488990 -2.571386 5.099383 0.0 0.0 0.0 0.35
H 3.378483 -3.658538 3.923408 0.0 0.0 0.0 0.39
H 3.857864 -3.092114 1.569379 0.0 0.0 0.0 0.43
H 4.417638 -1.944052 -2.503790 0.0 0.0 0.0 0.04
H 6.808271 -1.647582 -2.730125 0.0 0.0 0.0 0.41
H 8.146335 -0.659272 -0.876331 0.0 0.0 0.0 0.35
H 7.003269 0.058193 1.202493 0.0 0.0 0.0 0.35
H 4.576124 -0.254638 1.446089 0.0 0.0 0.0 0.41
S 4.112048 -1.367652 -5.087420 -0.1 0.1 -0.1 -0.79
Sb 2.533934 0.331875 -4.874812 0.0 -0.2 0.5 0.21
S 0.573382 -0.843942 -3.924464 -0.2 0.0 -0.1 -0.61
S 2.832052 1.259151 -2.603642 -0.1 -0.1 0.0 -0.63
Cl -1.906158 1.874152 -4.106547 0.0 0.0 0.0 -0.14
C -1.126201 2.847888 -2.890117 -0.1 0.0 0.0 1.32
C -0.253876 2.239599 -1.999674 0.0 -0.4 0.1 -1.38
C 0.253401 3.075121 -1.020514 -0.1 0.1 0.3 1.01
Cl 1.237387 2.334006 0.226203 0.0 0.0 0.0 -0.19
C -0.030651 4.428514 -0.905128 -0.1 -0.1 -0.1 -0.56
Cl 0.606677 5.388081 0.382345 0.0 0.0 0.0 -0.23
C -0.895203 4.998302 -1.835388 0.0 0.1 0.0 0.58
Cl -1.314620 6.672906 -1.716432 0.0 0.0 0.0 -0.21
C -1.453603 4.203797 -2.829807 0.0 -0.1 0.0 -0.24
Cl -2.565271 4.908198 -3.954211 0.0 0.0 0.0 -0.21
```
Forces are in eV/Å.

***

# 2
6 unconnected molecules or ions with the total composition C36H27BF7O12S in a non-equilibrium geometry. Source: the Open Molecules 2025 dataset; level of theory: ωB97M-V/def2-TZVPD.

Its charge is -1. The value obtained for the HOMO-LUMO gap is 3.671 eV. The energy above the lowest of the compared OMol25 structures with the same formula, charge and spin is 0.0 kJ/mol. Its total energy is -3412.69856 a.u. As for the spin multiplicity: 1.

```
84
Properties=species:S:1:pos:R:3:forces:R:3:mulliken_charge:R:1
C -0.504654 0.852064 -2.123913 0.9 -0.8 0.9 -0.57
C 0.323011 0.145818 -1.185585 -0.8 0.5 -0.2 0.21
C 0.437068 0.469831 0.366570 -1.3 -2.2 -1.2 -0.27
B 0.860082 2.015417 0.710794 -1.6 -0.2 0.2 0.18
S 2.657773 2.419321 0.168674 3.3 -5.4 3.4 1.11
O 3.232733 1.395859 -0.781147 -1.3 2.9 0.2 -0.69
O 3.477734 2.297147 1.453744 -1.6 1.7 -2.6 -0.75
C 2.869764 4.194948 -0.376126 0.6 1.7 1.5 0.33
F 1.933655 4.961703 0.387491 1.5 -1.3 -1.7 -0.28
F 4.142968 4.635709 0.080721 -2.5 -0.8 -1.7 -0.27
C 2.610422 4.514921 -1.912192 1.3 1.3 -0.9 0.69
F 2.948904 3.504380 -2.809248 -0.7 1.7 2.0 -0.22
F 3.459808 5.622708 -2.240230 -1.5 -1.8 0.4 -0.31
C 1.129523 5.012618 -2.269540 -1.4 0.6 -1.7 0.48
F 0.883798 6.340752 -1.861596 0.4 -3.3 -0.5 -0.26
F 1.073984 5.069465 -3.691997 0.1 -0.1 2.6 -0.26
F 0.124703 4.141781 -1.891672 2.3 2.2 -0.4 -0.15
H -1.650025 0.812232 -2.108443 1.7 1.5 0.9 0.20
H 0.057183 1.431336 -2.932407 -1.3 -2.0 0.3 -0.01
H 0.953326 -0.728667 -1.579970 0.5 2.4 0.2 0.23
H 1.091807 -0.312997 0.893413 -0.9 1.1 -0.9 0.20
H -0.616551 0.320584 0.809865 1.4 0.6 -0.4 -0.15
H 0.072932 2.814336 0.306866 0.0 0.2 -0.6 -0.22
H 0.818185 2.111437 1.907127 0.6 0.2 0.1 -0.17
C -1.713284 -2.356397 4.173780 -0.2 -0.2 0.2 -0.40
C -2.731861 -3.208513 4.292843 0.1 0.1 0.2 0.00
C -3.556674 -3.585200 3.126044 -0.1 0.0 0.0 0.20
O -4.489776 -4.363350 3.236063 0.0 0.4 0.0 -0.67
C -3.209084 -2.983412 1.821478 0.1 0.1 -0.1 -0.49
C -2.190581 -2.130865 1.700832 -0.3 -0.2 -0.3 -0.21
C -1.364611 -1.753270 2.868916 0.5 0.4 0.0 0.26
O -0.437012 -0.979319 2.759056 -0.4 -0.5 0.4 -0.43
H -1.099046 -2.069070 5.018223 0.0 0.0 0.0 0.49
H -2.999573 -3.659684 5.240190 0.0 -0.1 -0.1 0.28
H -3.823839 -3.271686 0.977796 0.0 0.0 0.0 0.45
H -1.922487 -1.679940 0.752728 0.1 0.0 0.0 0.51
C 1.345519 1.082574 -7.486980 -0.1 0.1 0.2 -0.45
C 1.088790 1.018309 -6.179686 0.1 0.2 -0.3 -0.27
C 1.026991 -0.279201 -5.473080 -0.1 0.0 0.5 0.20
O 0.791223 -0.338217 -4.282947 0.4 -0.2 -0.6 -0.29
C 1.262351 -1.501575 -6.271694 0.0 -0.2 -0.3 -0.35
C 1.519129 -1.436783 -7.578792 0.0 -0.2 0.2 -0.38
C 1.580826 -0.139414 -8.284884 0.1 0.1 -0.3 0.36
O 1.817148 -0.079807 -9.478178 0.0 0.0 0.2 -0.58
H 1.393744 2.023651 -8.020389 0.0 0.0 0.0 0.42
H 0.914909 1.903762 -5.580537 0.0 0.0 0.0 0.50
H 1.214163 -2.442741 -5.738402 0.0 0.0 0.0 0.42
H 1.693166 -2.321889 -8.178130 0.0 0.0 0.0 0.38
C -3.547778 -7.135998 2.844036 -0.3 -0.1 -0.3 -0.30
C -3.472867 -7.897951 1.751554 0.0 0.2 0.2 -0.42
C -2.545303 -9.046670 1.679050 0.0 -0.1 -0.4 0.35
O -2.474975 -9.741119 0.682348 0.0 0.1 0.2 -0.57
C -1.704382 -9.320046 2.864786 0.1 0.0 0.3 -0.35
C -1.778415 -8.559275 3.956988 0.2 -0.3 -0.1 -0.39
C -2.706506 -7.409908 4.029663 -0.1 0.3 0.3 0.32
O -2.775288 -6.717068 5.027263 0.0 -0.2 -0.2 -0.49
H -4.221638 -6.288794 2.914579 0.1 -0.2 0.0 0.63
H -4.081495 -7.712413 0.875243 0.0 0.0 0.0 0.43
H -1.031473 -10.165494 2.794404 0.0 0.0 0.0 0.40
H -1.169455 -8.745176 4.833106 0.0 0.0 0.0 0.42
C 4.139078 8.767797 -6.844205 0.3 0.2 -0.1 -0.38
C 5.448661 8.727597 -6.599151 -0.2 0.2 -0.2 -0.39
C 6.023248 7.741014 -5.658815 0.4 -0.1 0.2 0.30
O 7.218347 7.705987 -5.434048 -0.2 0.1 -0.1 -0.55
C 5.089862 6.800645 -5.002780 -0.2 -0.1 0.0 -0.26
C 3.779623 6.840809 -5.247857 0.2 -0.2 0.1 -0.18
C 3.205144 7.826972 -6.187822 -0.4 -0.1 0.0 0.31
O 2.010894 7.864002 -6.414298 0.3 0.0 0.0 -0.56
H 3.701241 9.483547 -7.528814 0.0 0.0 0.0 0.41
H 6.146121 9.408293 -7.071517 0.0 0.0 0.0 0.40
H 5.527351 6.084808 -4.318131 0.0 0.0 0.0 0.47
H 3.082656 6.160071 -4.775286 0.0 0.0 0.0 0.41
C -4.817067 -2.625496 8.774583 0.1 -0.3 -0.1 -0.38
C -3.829796 -3.339733 8.233620 -0.3 0.0 0.1 -0.28
C -2.467989 -2.781083 8.092073 0.3 -0.2 -0.1 0.40
O -1.567974 -3.431615 7.596784 -0.2 0.2 0.1 -0.56
C -2.242880 -1.401406 8.574497 -0.1 0.3 0.1 -0.35
C -3.230276 -0.687233 9.115469 0.3 0.0 -0.1 -0.36
C -4.592171 -1.245739 9.257235 -0.3 0.2 0.2 0.35
O -5.492919 -0.595822 9.752430 0.2 -0.1 -0.1 -0.56
H -5.820090 -3.017948 8.885466 0.0 0.0 0.0 0.41
H -3.976986 -4.351553 7.875709 0.1 0.0 0.0 0.49
H -1.239770 -1.008903 8.463398 0.0 0.0 0.0 0.44
H -3.082998 0.324236 9.472988 0.0 0.0 0.0 0.41
```
Forces are in eV/Å.

***

# 3
A molecular structure, C36H27ClNO3Ru. Source: the Open Molecules 2025 dataset; level of theory: ωB97M-V/def2-TZVPD.

Its charge is +1. The value obtained for the HOMO-LUMO gap (spin up / spin down) is 7.480 / 6.495 eV. The energy above the lowest of the compared OMol25 structures with the same formula, charge and spin is 0.0 kJ/mol. Its total energy is -2223.34930 a.u. As for the spin multiplicity: 5. The expectation value of S² is 6.04.

```
69
Properties=species:S:1:pos:R:3:forces:R:3:mulliken_charge:R:1
Ru 0.025216 0.030096 0.413422 -0.1 0.0 0.3 0.21
O -1.440996 -1.300131 -0.487277 0.0 0.0 0.0 -0.30
C -2.326670 -0.652410 -1.466209 0.0 0.0 -0.1 3.22
C -1.657886 0.671913 -1.903968 -0.1 -0.1 -0.1 -0.32
O -2.089537 1.291871 -2.832661 0.1 0.1 0.0 -0.55
O -0.631289 1.045563 -1.158961 0.1 0.1 0.1 -0.43
C -2.504361 -1.633461 -2.605972 -0.1 -0.1 0.1 -0.86
C -1.795715 -1.534039 -3.798114 0.0 0.0 0.0 -0.03
C -1.917307 -2.528557 -4.759915 0.0 0.0 0.0 -1.10
C -2.737208 -3.623505 -4.534848 0.0 0.0 0.0 -0.40
C -3.444106 -3.728982 -3.344349 0.0 0.0 0.0 -0.95
C -3.331140 -2.736930 -2.384051 0.0 0.0 -0.1 -0.10
C -3.614848 -0.280635 -0.751139 0.0 0.0 0.0 -0.73
C -4.657217 0.260812 -1.499471 0.0 0.0 0.0 -0.33
C -5.828702 0.649072 -0.873087 0.0 0.0 0.0 -0.92
C -5.970323 0.500755 0.502085 0.0 0.0 0.0 -0.43
C -4.936301 -0.039606 1.245589 0.1 0.0 0.0 -1.04
C -3.755506 -0.432118 0.622695 -0.1 0.0 0.0 -0.22
H -1.081391 -2.105962 -0.883502 0.0 0.0 0.0 0.36
H -1.172490 -0.672606 -3.996932 0.0 0.0 0.0 0.47
H -1.375028 -2.439516 -5.691817 0.0 0.0 0.0 0.43
H -2.832808 -4.392557 -5.290043 0.0 0.0 0.0 0.42
H -4.091710 -4.577738 -3.168994 0.0 0.0 0.0 0.42
H -3.896436 -2.803970 -1.462158 0.0 0.0 0.0 0.49
H -4.540836 0.384211 -2.568640 0.0 0.0 0.0 0.49
H -6.635935 1.068072 -1.458836 0.0 0.0 0.0 0.43
H -6.888910 0.801823 0.988012 0.0 0.0 0.0 0.42
H -5.046145 -0.171309 2.314419 0.0 0.0 0.0 0.48
H -2.968217 -0.885713 1.209901 0.0 0.0 0.0 0.51
C -0.963968 -1.520244 4.317911 0.0 0.0 0.0 -0.98
C -0.249147 -2.708888 4.364131 0.0 0.0 0.0 -1.00
C 0.566044 -3.078017 3.303805 0.0 0.0 0.0 -0.55
C 0.672937 -2.263217 2.182127 -0.1 0.0 0.0 0.92
C -0.052985 -1.061988 2.133245 0.2 -0.1 -0.1 0.62
C -0.867814 -0.701729 3.200496 0.0 0.1 0.0 0.34
C 1.550533 -2.593910 1.038202 0.0 0.0 -0.1 0.62
C 2.459533 -3.674831 1.037521 0.0 0.0 0.1 -1.43
C 3.243911 -3.890069 -0.055388 0.0 0.0 0.0 -1.03
C 3.151353 -3.042611 -1.182240 0.0 0.0 0.0 1.25
C 3.934625 -3.208852 -2.346508 0.0 0.0 0.0 -0.86
C 3.798100 -2.346499 -3.396250 0.0 0.0 0.0 -0.69
C 2.874425 -1.282175 -3.326410 0.0 0.0 0.0 -0.85
C 2.101075 -1.096348 -2.214102 0.0 0.0 0.0 -0.47
C 2.227396 -1.978048 -1.118438 0.0 0.0 0.0 -0.28
N 1.454405 -1.793074 -0.008557 0.0 0.1 0.0 0.94
H -1.593917 -1.231318 5.148982 0.0 0.0 0.0 0.51
H -0.325799 -3.352028 5.230394 0.0 0.0 0.0 0.43
H 1.112361 -4.009329 3.366722 0.0 0.0 0.0 0.43
H -1.420202 0.233051 3.174789 0.0 0.0 0.0 0.56
H 2.540315 -4.315844 1.901915 0.0 0.0 0.0 0.47
H 3.950343 -4.711330 -0.071050 0.0 0.0 0.0 0.45
H 4.641513 -4.027969 -2.388997 0.0 0.0 0.0 0.44
H 4.398310 -2.474011 -4.286717 0.0 0.0 0.0 0.41
H 2.778749 -0.604695 -4.164657 0.0 0.0 0.0 0.48
H 1.391437 -0.277908 -2.162990 0.0 0.0 0.0 0.58
Cl 2.774613 0.221797 3.452895 0.0 0.0 0.0 -0.15
C 1.607537 1.475437 3.236027 0.0 0.0 0.0 0.69
C 1.080657 2.093653 4.348315 0.0 0.0 0.0 -0.54
C 0.125480 3.094785 4.197436 0.0 0.0 0.0 -0.40
C -0.291581 3.486846 2.928427 0.0 0.0 0.0 -0.92
C 0.246104 2.880269 1.815120 0.0 0.0 0.0 -0.38
C 1.209199 1.848052 1.931380 -0.1 0.0 -0.2 0.66
C 1.731988 1.210676 0.729732 0.0 0.0 0.1 -1.98
H 1.414519 1.793444 5.331794 0.0 0.0 0.0 0.46
H -0.284162 3.573432 5.076571 0.0 0.0 0.0 0.42
H -1.023830 4.274180 2.814216 0.0 0.0 0.0 0.45
H -0.057205 3.190248 0.821245 0.0 0.0 0.0 0.49
H 2.635499 0.621322 0.823876 0.0 0.0 0.0 0.61
H 1.706567 1.832401 -0.164675 0.0 0.0 0.0 0.65
```
Forces are in eV/Å.